1.
C47H51N4O | ωB97M-V/def2-TZVPD

Geometry as XYZ:
```
103
Properties=species:S:1:pos:R:3
C -3.09 -5.21 -3.63
C -3.06 -3.92 -4.44
C -2.33 -2.81 -3.69
N -0.99 -3.27 -3.29
C 0.09 -2.46 -3.34
C 1.40 -3.09 -3.38
C 1.56 -4.31 -4.09
C 2.80 -4.92 -4.15
C 3.92 -4.29 -3.60
C 3.78 -3.09 -2.88
C 2.52 -2.51 -2.73
C -1.02 -4.47 -2.41
C -1.70 -5.61 -3.16
H -3.74 -5.07 -2.76
H -3.52 -6.02 -4.24
H -2.57 -4.08 -5.41
H -4.08 -3.57 -4.65
H -2.24 -1.90 -4.30
H -2.88 -2.56 -2.76
H -0.03 -1.43 -3.72
H 0.70 -4.77 -4.58
H 2.89 -5.90 -4.63
H 4.90 -4.76 -3.70
H 4.65 -2.62 -2.42
H 2.36 -1.65 -2.08
H -0.01 -4.75 -2.10
H -1.59 -4.20 -1.51
H -1.75 -6.48 -2.51
H -1.08 -5.90 -4.02
C -5.73 0.38 2.21
C -4.27 0.71 2.14
C -3.31 -0.30 2.11
C -1.93 -0.02 2.11
C -0.97 -1.16 2.24
C -1.53 1.32 2.02
N -0.13 1.61 1.96
C 0.81 1.22 1.02
C 0.77 0.18 -0.01
C -0.43 0.01 -0.85
C -0.90 -1.33 -1.10
C -1.30 1.13 -1.10
C -0.87 2.47 -0.95
C -1.77 3.52 -1.03
C -3.12 3.28 -1.31
C -3.56 1.98 -1.55
C -2.66 0.92 -1.48
O 1.75 -0.59 -0.11
N 1.99 1.74 1.42
C 3.30 1.55 0.88
C 3.58 1.83 -0.47
C 2.60 2.46 -1.41
C 4.87 1.54 -0.94
C 5.86 1.05 -0.10
C 7.22 0.73 -0.66
C 5.56 0.86 1.25
C 4.29 1.10 1.76
C 4.00 0.85 3.20
N 1.83 2.51 2.55
C 0.57 2.39 2.90
C 0.01 2.96 4.11
C 0.52 4.21 4.53
C -0.01 4.85 5.65
C -1.01 4.22 6.40
C -1.48 2.96 6.03
C -0.96 2.31 4.92
C -2.47 2.36 2.08
C -2.14 3.82 2.09
C -3.83 2.03 2.14
H -6.32 1.30 2.30
H -6.06 -0.16 1.32
H -5.95 -0.26 3.08
H -3.62 -1.34 2.13
H -0.07 -0.89 2.80
H -1.49 -1.97 2.79
H -0.68 -1.58 1.26
H -1.08 -1.28 -2.18
H -0.15 -2.09 -0.83
H -1.90 -1.59 -0.70
H 0.19 2.66 -0.80
H -1.41 4.54 -0.85
H -3.82 4.12 -1.38
H -4.60 1.78 -1.79
H -3.03 -0.10 -1.68
H 3.13 2.75 -2.33
H 1.82 1.75 -1.72
H 2.15 3.36 -0.99
H 5.09 1.72 -2.00
H 7.91 0.46 0.15
H 7.16 -0.10 -1.37
H 7.63 1.60 -1.20
H 6.34 0.50 1.93
H 4.94 0.58 3.69
H 3.59 1.74 3.68
H 3.29 0.02 3.35
H 1.32 4.67 3.93
H 0.36 5.83 5.93
H -1.41 4.70 7.29
H -2.26 2.46 6.61
H -1.28 1.30 4.64
H -2.90 4.37 1.51
H -2.17 4.22 3.11
H -1.16 4.05 1.65
H -4.56 2.83 2.18
```

F_max in Eh/bohr: 0.0891
Energy relative to the best compared isomer or geometry (same formula, charge and spin) in kJ/mol: 17.8
Charge: +1

=====

2.
H10NO3 | ωB97M-V/def2-TZVPD

Geometry as XYZ:
```
14
Properties=species:S:1:pos:R:3
N 0.67 -0.12 0.03
H 0.83 -1.12 -0.12
H 0.97 0.39 -0.80
H 1.26 0.30 0.77
H -0.33 0.05 0.17
H -1.00 -2.53 -1.29
H -1.76 -3.12 -0.12
O -1.06 -2.49 -0.33
H -2.79 1.39 -0.53
H -2.38 0.01 -0.91
O -2.02 0.80 -0.48
H 2.42 2.12 1.98
H 2.94 2.42 0.58
O 2.27 1.89 1.04
```

F_max in Eh/bohr: 0.0160
Energy relative to the best compared isomer or geometry (same formula, charge and spin) in kJ/mol: 43.4
Charge: +1

=====

3.
C33H90F3N8O24V | ωB97M-V/def2-TZVPD

Geometry as XYZ:
```
159
Properties=species:S:1:pos:R:3
O -2.40 -5.01 0.82
V -1.61 -4.11 -0.17
C -1.61 -1.31 0.87
O -1.26 -0.64 -0.29
O -1.04 -2.59 0.77
C -0.96 -0.66 2.16
F -1.41 0.59 2.45
F -1.17 -1.50 3.23
F 0.36 -0.41 1.99
C -1.87 0.61 -0.58
C -2.48 0.46 -1.95
H -1.82 -0.11 -2.61
H -3.46 0.01 -1.91
H -2.70 1.44 -2.39
H -1.01 1.24 -0.55
H -2.62 1.03 0.12
H -2.66 -1.43 1.04
C 1.64 0.34 5.73
C 1.85 -1.11 5.29
O 1.99 -1.97 6.45
O 0.49 0.31 6.59
H 1.31 0.93 4.88
H 2.52 0.76 6.22
H 2.78 -1.22 4.74
H 1.05 -1.59 4.72
H 2.83 -1.83 6.94
H 0.65 -0.24 7.37
C -7.54 1.87 -2.50
C -7.78 0.44 -3.02
O -6.54 -0.31 -3.03
O -6.40 2.31 -3.20
H -7.39 1.92 -1.41
H -8.44 2.47 -2.72
H -8.24 0.40 -4.03
H -8.55 0.00 -2.35
H -5.95 0.38 -3.31
H -6.07 3.10 -2.72
C -0.77 2.90 5.03
C -1.37 4.25 5.42
O -1.80 4.36 6.78
O -1.70 1.82 5.28
H 0.09 2.66 5.64
H -0.44 2.99 4.01
H -2.35 4.24 4.88
H -0.85 5.16 5.17
H -1.16 3.90 7.40
H -1.43 1.45 6.10
C -1.02 -5.52 -2.93
C 0.25 -4.70 -2.56
O -0.17 -3.57 -1.83
O -1.76 -5.64 -1.66
H -0.93 -6.52 -3.38
H -1.73 -4.96 -3.54
H 0.80 -4.56 -3.54
H 0.90 -5.34 -1.95
H 0.34 -2.77 -2.13
H -1.72 -6.52 -1.35
C -4.68 4.59 1.24
C -3.68 4.63 2.37
O -2.34 4.93 1.94
O -4.45 3.48 0.32
H -4.64 5.55 0.70
H -5.71 4.51 1.64
H -3.70 3.66 2.89
H -3.88 5.38 3.09
H -2.25 5.81 1.62
H -3.73 3.74 -0.29
C -5.14 -0.33 3.95
C -5.02 1.18 3.84
O -4.65 1.80 5.12
O -3.88 -0.99 4.30
H -5.32 -0.72 2.91
H -5.97 -0.61 4.63
H -6.07 1.48 3.65
H -4.47 1.42 2.93
H -3.68 1.86 5.16
H -3.33 -0.43 4.84
C 1.81 -0.45 -1.87
C 1.75 0.81 -2.67
O 2.28 0.76 -4.00
O 1.40 -1.58 -2.69
H 1.11 -0.44 -1.05
H 2.80 -0.63 -1.43
H 2.24 1.59 -2.10
H 0.72 1.15 -2.70
H 1.63 1.08 -4.62
H 1.56 -1.29 -3.58
C 0.33 -5.16 1.65
O 0.13 -4.96 0.42
N 0.16 -4.19 2.63
N 0.62 -6.47 2.03
H -0.19 -3.27 2.35
H 0.59 -4.32 3.51
H 0.59 -7.20 1.32
H 0.64 -6.77 2.99
C -4.31 -2.81 -1.32
O -3.10 -3.08 -1.19
N -5.10 -3.42 -2.26
N -4.96 -2.00 -0.44
H -4.71 -4.10 -2.91
H -6.01 -3.07 -2.48
H -4.36 -1.35 0.07
H -5.89 -1.69 -0.71
C -1.00 4.12 -1.22
O -2.23 4.19 -1.37
N -0.44 3.82 0.00
N -0.13 4.24 -2.24
H -1.08 3.68 0.79
H 0.56 4.03 0.06
H -0.30 4.72 -3.10
H 0.86 4.05 -2.08
C 2.94 -2.02 1.44
O 3.67 -2.36 0.29
C 3.13 -3.51 -0.37
C 4.14 -3.83 -1.47
N 5.42 -4.28 -1.08
C 5.51 -5.74 -0.83
C 6.95 -6.11 -0.55
O 7.96 -5.55 -1.36
C 8.02 -6.11 -2.68
H 1.88 -1.86 1.22
H 3.40 -1.08 1.73
H 3.05 -2.76 2.24
H 2.15 -3.29 -0.80
H 3.09 -4.31 0.37
H 4.29 -2.86 -1.94
H 3.73 -4.54 -2.24
H 6.19 -3.99 -1.68
H 5.13 -6.28 -1.75
H 4.91 -6.13 -0.02
H 7.01 -7.22 -0.53
H 7.21 -5.79 0.47
H 7.29 -5.57 -3.31
H 7.79 -7.20 -2.71
H 8.99 -5.91 -3.00
C 2.76 2.63 0.78
O 2.60 3.45 -0.36
C 3.83 3.85 -0.94
C 3.53 4.68 -2.18
N 2.82 3.90 -3.15
C 2.62 4.62 -4.38
C 3.89 5.30 -4.93
O 3.73 5.76 -6.22
C 4.86 6.50 -6.58
H 3.17 3.12 1.66
H 3.54 1.89 0.55
H 1.85 2.07 0.97
H 4.34 2.96 -1.21
H 4.48 4.40 -0.24
H 4.50 5.02 -2.60
H 2.82 5.51 -1.96
H 3.35 3.06 -3.33
H 1.89 5.42 -4.20
H 2.24 3.99 -5.18
H 4.79 4.70 -4.82
H 4.07 6.21 -4.35
H 5.18 7.16 -5.75
H 4.58 7.11 -7.41
H 5.71 5.83 -6.75
```

Expectation value of S²: 0.76
F_max in Eh/bohr: 0.0538
Charge: +1
Calculated total energy in eV: -130575.9673
Spin multiplicity: 2

=====

4.
CH4N3P | ωB97M-V/def2-TZVPD

Geometry as XYZ:
```
9
Properties=species:S:1:pos:R:3
C 0.05 0.85 -0.50
N 1.48 0.62 -0.20
N 1.80 -0.55 -0.10
N 0.86 -1.51 0.06
P -0.75 -0.83 -0.23
H -0.35 1.62 0.52
H 0.06 1.47 -1.30
H 1.03 -2.49 -0.33
H -1.14 -0.71 1.21
```

F_max in Eh/bohr: 0.1443
Energy relative to the best compared isomer or geometry (same formula, charge and spin) in kJ/mol: 285.9

=====

5.
C3H3OP | ωB97M-V/def2-TZVPD

Geometry as XYZ:
```
8
Properties=species:S:1:pos:R:3
C 1.38 0.73 -0.10
C 3.90 -0.79 0.60
C 0.13 0.00 0.01
O 3.62 -1.63 -0.07
P 2.85 1.25 -0.13
H 0.08 -0.84 -0.77
H -0.72 0.65 -0.28
H 0.04 -0.31 1.15
```

Expectation value of S²: 2.01
F_max in Eh/bohr: 0.0923
Energy relative to the best compared isomer or geometry (same formula, charge and spin) in kJ/mol: 92.8
Spin multiplicity: 3

=====

6.
C49H72Br2F3N5O13 | ωB97M-V/def2-TZVPD

Geometry as XYZ:
```
144
Properties=species:S:1:pos:R:3
H 3.07 0.56 -1.70
N 2.63 0.43 -2.60
C 1.94 -0.64 -2.63
N 1.30 -1.02 -3.84
N 1.77 -1.54 -1.54
C 0.75 -1.12 -0.55
C -0.61 -1.76 -0.84
C -1.24 -2.49 0.34
C -1.59 -1.61 1.55
C -2.22 -0.31 1.12
C -3.55 -0.25 0.64
C -4.10 0.96 0.22
C -5.49 1.07 -0.32
C -6.03 -0.26 -0.85
C -7.32 -0.06 -1.65
F -7.88 1.16 -1.45
Br -8.68 -1.37 -1.12
C -7.14 -0.20 -3.19
F -7.02 -1.48 -3.54
F -8.21 0.30 -3.81
Br -5.59 0.76 -3.84
C -3.30 2.14 0.29
N -3.83 3.33 -0.13
C -3.03 4.36 -0.08
C -1.70 4.28 0.39
C -0.78 5.46 0.32
C 0.09 5.28 -0.93
C 1.38 6.12 -0.84
C 2.49 5.30 -0.21
C 2.86 4.07 -1.08
C 2.38 2.75 -0.43
C 3.51 1.92 0.17
O 3.99 1.01 -0.80
C 5.36 0.67 -0.59
N -1.18 3.17 0.84
C -1.99 2.08 0.78
C -1.47 0.84 1.19
H 1.88 -0.67 -4.59
H 0.40 -0.58 -3.92
H 2.66 -1.71 -1.10
H 1.13 -1.38 0.44
H 0.68 -0.03 -0.57
H -0.44 -2.50 -1.62
H -1.29 -1.02 -1.26
H -2.16 -2.96 -0.01
H -0.54 -3.26 0.66
H -2.32 -2.16 2.14
H -0.74 -1.42 2.19
H -4.12 -1.16 0.61
H -6.17 1.53 0.39
H -5.43 1.76 -1.15
H -6.30 -0.90 -0.02
H -5.31 -0.74 -1.50
H -3.40 5.30 -0.45
H -0.13 5.39 1.19
H -1.31 6.40 0.31
H -0.48 5.58 -1.80
H 0.34 4.23 -1.03
H 1.62 6.48 -1.84
H 1.17 6.97 -0.20
H 3.37 5.93 -0.06
H 2.15 4.99 0.77
H 2.36 4.17 -2.03
H 3.93 4.04 -1.26
H 1.65 2.94 0.35
H 1.93 2.12 -1.19
H 3.17 1.38 1.06
H 4.32 2.59 0.48
H 5.55 -0.26 -1.12
H 5.53 0.49 0.46
H 5.98 1.48 -0.96
H -0.46 0.79 1.56
O 7.83 -0.15 1.00
C 8.82 0.17 0.42
C 9.86 1.20 0.84
C 10.62 1.45 -0.46
C 10.46 0.12 -1.18
O 9.18 -0.38 -0.76
H 10.49 0.75 1.61
H 9.38 2.09 1.24
H 11.66 1.74 -0.31
H 10.13 2.24 -1.02
H 11.23 -0.60 -0.89
H 10.46 0.22 -2.26
O -0.30 8.32 -2.25
C 0.50 9.19 -2.40
C 0.61 10.49 -1.64
C 1.54 11.32 -2.53
C 2.38 10.24 -3.19
O 1.51 9.10 -3.30
H 1.04 10.29 -0.66
H -0.37 10.94 -1.52
H 2.14 12.05 -1.99
H 0.96 11.85 -3.28
H 3.24 9.95 -2.58
H 2.73 10.51 -4.18
O -0.99 -2.82 4.67
C -2.04 -3.40 4.80
C -3.21 -3.00 5.67
C -4.04 -4.28 5.72
C -3.69 -4.92 4.38
O -2.34 -4.52 4.10
H -3.74 -2.18 5.19
H -2.86 -2.68 6.65
H -5.11 -4.12 5.85
H -3.69 -4.92 6.53
H -4.33 -4.56 3.57
H -3.74 -6.01 4.40
O -2.73 1.42 7.97
C -2.09 1.39 6.96
C -0.96 2.32 6.55
C -0.83 2.05 5.05
C -1.29 0.60 4.96
O -2.27 0.45 6.01
H -0.07 2.04 7.10
H -1.23 3.35 6.77
H 0.17 2.20 4.66
H -1.51 2.69 4.49
H -0.48 -0.11 5.15
H -1.75 0.36 4.01
O -2.62 -8.31 0.71
C -1.74 -7.69 0.20
C -1.15 -6.37 0.65
C -0.40 -5.89 -0.59
C -0.03 -7.21 -1.26
O -1.11 -8.12 -0.92
H -0.48 -6.56 1.49
H -1.94 -5.68 0.96
H 0.46 -5.26 -0.37
H -1.08 -5.33 -1.23
H 0.90 -7.62 -0.88
H 0.03 -7.12 -2.34
O -1.00 -7.60 -4.58
C -1.25 -8.76 -4.46
C -2.59 -9.38 -4.12
C -2.21 -10.80 -3.71
C -0.94 -11.03 -4.52
O -0.32 -9.74 -4.64
H -3.21 -9.37 -5.02
H -3.07 -8.83 -3.33
H -2.98 -11.55 -3.90
H -1.97 -10.82 -2.64
H -1.15 -11.40 -5.53
H -0.24 -11.71 -4.04
```

F_max in Eh/bohr: 0.0733
Calculated total energy in eV: -234287.1858
SMILES string: [H]/N=C(/N)NCCCCc1cc(CC[C@](F)(Br)C(F)(F)Br)c2ncc(CCCCCCCOC)nc2c1.O=C1CCCO1.O=C1CCCO1.O=C1CCCO1.O=C1CCCO1.O=C1CCCO1.O=C1CCCO1

=====

7.
C5H13N2 | ωB97M-V/def2-TZVPD

Geometry as XYZ:
```
20
Properties=species:S:1:pos:R:3
C 1.03 -0.67 -2.50
C 0.14 0.03 -1.47
C 0.67 -0.11 0.02
C -0.18 0.50 1.06
C -1.03 -0.48 1.93
N -1.27 -0.25 3.36
N -0.03 1.42 -1.92
H 0.71 -0.60 -3.56
H 1.10 -1.78 -2.29
H 2.06 -0.25 -2.49
H -0.91 -0.42 -1.48
H 1.71 0.41 -0.01
H 0.82 -1.25 0.14
H 0.14 1.34 1.59
H -0.52 -1.47 1.85
H -1.94 0.50 3.56
H -0.42 -0.18 3.96
H -0.76 1.87 -1.40
H -2.10 -0.57 1.47
H 0.81 1.96 -1.81
```

F_max in Eh/bohr: 0.1061
Energy relative to the best compared isomer or geometry (same formula, charge and spin) in kJ/mol: 465.0
Charge: +1

=====

8.
C4H12N2O | ωB97M-V/def2-TZVPD

Geometry as XYZ:
```
19
Properties=species:S:1:pos:R:3
N 1.74 0.54 -1.77
C 1.85 0.40 -0.29
C 0.53 0.81 0.36
C -0.60 -0.15 0.03
N -0.26 -1.48 0.61
C -1.89 0.28 0.68
O -3.01 -0.55 0.34
H 2.53 1.12 -2.05
H 1.91 -0.35 -2.22
H 2.19 -0.60 -0.01
H 2.57 1.10 0.14
H 0.69 0.90 1.44
H 0.31 1.79 -0.07
H -0.71 -0.22 -1.05
H 0.41 -1.96 0.03
H -1.11 -2.04 0.63
H -2.18 1.31 0.39
H -1.80 0.29 1.76
H -3.18 -1.19 1.04
```

F_max in Eh/bohr: 0.0189
Energy relative to the best compared isomer or geometry (same formula, charge and spin) in kJ/mol: 122.7
SMILES string: NCC[C@@H](N)CO

=====

9.
C6H6O2 | ωB97M-V/def2-TZVPD

Geometry as XYZ:
```
14
Properties=species:S:1:pos:R:3
C 1.33 0.28 -0.96
C 0.23 -0.07 -1.63
C -0.95 -0.77 -0.98
O -0.77 -1.39 0.44
C -1.37 -0.15 0.38
C -0.27 0.93 0.77
O 0.96 0.96 1.52
C 0.95 0.15 0.43
H 2.05 1.05 -1.43
H 0.23 -0.18 -2.60
H -1.84 -1.10 -1.48
H -2.45 0.16 0.39
H -0.24 2.02 0.57
H 1.21 -0.75 0.84
```

F_max in Eh/bohr: 0.1133
Energy relative to the best compared isomer or geometry (same formula, charge and spin) in kJ/mol: 664.1
SMILES string: C1=C[C@H]2O[C@H]2[C@H]2O[C@H]12

=====

What did the fourth record say?
CH4N3P | ωB97M-V/def2-TZVPD

Geometry as XYZ:
```
9
Properties=species:S:1:pos:R:3
C 0.05 0.85 -0.50
N 1.48 0.62 -0.20
N 1.80 -0.55 -0.10
N 0.86 -1.51 0.06
P -0.75 -0.83 -0.23
H -0.35 1.62 0.52
H 0.06 1.47 -1.30
H 1.03 -2.49 -0.33
H -1.14 -0.71 1.21
```

F_max in Eh/bohr: 0.1443
Energy relative to the best compared isomer or geometry (same formula, charge and spin) in kJ/mol: 285.9

=====

> What is the formula in the first record?

C47H51N4O

=====

> Which of these has the lowest F_max?

H10NO3